No. 1
{
  "formula": "C11H12N2O3S",
  "method": "the ωB97M-V functional and the def2-TZVPD basis",
  "species": ["C", "C", "O", "N", "C", "C", "C", "C", "C", "C", "H", "H", "S", "O", "O", "C", "C", "C", "N", "H", "H", "H", "H", "H", "H", "H", "H", "H", "H"],
  "xyz": [[5.69026, 0.54405, 0.16952], [4.37276, -0.07177, -0.24642], [4.26375, -0.88124, -1.13451], [3.32397, 0.40273, 0.50114], [1.97341, 0.07571, 0.42366], [1.48698, -0.91470, -0.43188], [0.13253, -1.18826, -0.46057], [-0.73201, -0.47750, 0.35142], [-0.26479, 0.49676, 1.21326], [1.08713, 0.77141, 1.25098], [1.46255, 1.52980, 1.92247], [-0.96866, 1.02098, 1.83907], [-2.48847, -0.82215, 0.28202], [-2.68353, -2.24453, 0.19641], [-3.14675, -0.11098, 1.34023], [-3.06771, -0.12383, -1.32270], [-2.23291, 1.07054, -1.75317], [-2.19193, 2.10017, -0.74170], [-2.13812, 2.94554, 0.02413], [-1.20345, 0.76298, -1.96427], [-2.65152, 1.51244, -2.66441], [-4.10546, 0.14919, -1.14556], [-3.01330, -0.93137, -2.04733], [-0.26105, -1.96431, -1.09838], [2.17193, -1.45811, -1.06070], [3.54627, 1.09961, 1.19940], [5.65755, 1.62459, 0.04606], [6.48425, 0.13813, -0.45013], [5.89884, 0.31555, 1.21263]],
  "nbo_charge": [-0.715, 0.690, -0.588, -0.604, 0.166, -0.204, -0.190, -0.375, -0.159, -0.238, 0.214, 0.261, 2.169, -0.939, -0.933, -0.629, -0.531, 0.281, -0.304, 0.263, 0.264, 0.257, 0.248, 0.236, 0.256, 0.399, 0.229, 0.247, 0.230],
  "total_charge": 0,
  "homo_energy_ev": -9.287,
  "smiles": "CC(=O)Nc1ccc(S(=O)(=O)CCC#N)cc1",
  "max_force_ha_per_bohr": 0.0163,
  "mol_weight_g_mol": 252.30
}

No. 2
{
  "formula": "C2H7NO3S",
  "method": "the ωB97M-V functional and the def2-TZVPD basis",
  "species": ["C", "C", "N", "O", "O", "O", "S", "H", "H", "H", "H", "H", "H", "H"],
  "xyz": [[1.28016, 0.59048, 0.32621], [0.35227, 0.20542, 1.36437], [-0.75966, -0.36617, 1.28149], [-2.46337, -1.84618, -1.98128], [-0.04369, -1.61326, -0.99468], [-1.19237, 0.38945, -1.41941], [-1.37535, -1.13678, -0.84900], [2.30979, 0.86117, 0.71375], [1.13631, -0.09457, -0.43413], [0.74609, 1.50552, -0.08219], [0.61976, 0.69008, 2.36014], [-1.18462, -0.55623, 2.16950], [-1.95137, 0.93247, -1.08564], [-2.30617, -1.60172, -2.88698]],
  "nbo_charge": [-0.713, 0.210, -0.694, -0.928, -0.956, -0.908, 1.774, 0.233, 0.273, 0.248, 0.130, 0.363, 0.494, 0.473],
  "total_charge": 0,
  "homo_energy_ev": -8.854,
  "max_force_ha_per_bohr": 0.0854,
  "mol_weight_g_mol": 125.15
}

No. 3
{
  "formula": "C23H42B2BaF4N6O4P",
  "method": "the ωB97M-V functional and the def2-TZVPD basis",
  "species": ["Ba", "C", "C", "N", "O", "B", "F", "F", "O", "N", "C", "C", "C", "N", "O", "B", "F", "F", "O", "N", "C", "C", "C", "H", "H", "H", "H", "H", "H", "H", "H", "H", "H", "H", "H", "C", "N", "C", "C", "C", "N", "C", "C", "H", "H", "H", "H", "H", "H", "H", "H", "H", "H", "H", "H", "H", "H", "H", "H", "C", "C", "C", "C", "C", "C", "H", "H", "H", "H", "H", "C", "P", "C", "C", "H", "H", "H", "H", "H", "H", "H", "H", "H"],
  "xyz": [[0.06382, 0.06393, 0.13671], [-0.07924, -1.00824, -4.96091], [-0.10307, -0.98431, -3.46636], [0.00125, 0.07008, -2.74882], [0.04686, 1.27189, -3.37656], [-0.43468, 2.35974, -2.46596], [0.37561, 2.30830, -1.25265], [-0.24297, 3.53787, -3.11616], [-1.86514, 2.25085, -2.06775], [-2.12145, 1.21830, -1.21150], [-3.34288, 0.93411, -0.98001], [-4.51529, 1.63346, -1.58623], [-3.53380, -0.29871, -0.14905], [-2.44867, -0.76583, 0.32740], [-2.44510, -2.00356, 0.94619], [-2.21906, -3.15511, 0.00464], [-2.20805, -4.27843, 0.79549], [-3.17252, -3.13551, -1.00211], [-0.84543, -3.17186, -0.67990], [-0.65839, -2.06522, -1.47325], [-0.31209, -2.24837, -2.68800], [-0.17936, -3.57835, -3.35631], [-4.87755, -0.92903, -0.01853], [0.07864, -0.00537, -5.34470], [-1.02158, -1.39140, -5.35743], [0.71267, -1.66735, -5.32224], [-4.17912, 2.43866, -2.23114], [-5.16297, 2.04312, -0.80810], [-5.11620, 0.93257, -2.16803], [-0.59836, -4.35577, -2.72351], [0.87113, -3.80735, -3.55893], [-0.69487, -3.57515, -4.31574], [-5.64054, -0.17120, 0.15780], [-4.86715, -1.65265, 0.79203], [-5.12846, -1.46260, -0.93682], [-1.84204, 3.55571, 0.93171], [-0.72623, 2.83727, 1.55537], [0.48740, 3.63751, 1.40241], [-1.04354, 2.64860, 2.96781], [0.00894, 1.86890, 3.72832], [0.29132, 0.54108, 3.16608], [-0.86259, -0.33743, 3.34895], [1.44840, -0.00597, 3.86374], [-1.99368, 4.53732, 1.40323], [-2.75909, 2.97680, 1.04381], [-1.65063, 3.69892, -0.12850], [0.44038, 4.56141, 1.99916], [0.61542, 3.90154, 0.35668], [1.36744, 3.07345, 1.71916], [-2.01179, 2.14882, 3.02990], [-1.16529, 3.61982, 3.47430], [-0.31784, 1.77200, 4.77475], [0.94512, 2.42952, 3.74575], [-1.10574, -0.47211, 4.41104], [-0.68432, -1.32428, 2.91569], [-1.73431, 0.07315, 2.84326], [1.26887, -0.13149, 4.94054], [2.30153, 0.66461, 3.74853], [1.71687, -0.98056, 3.46028], [3.58427, 2.40849, -1.22881], [3.69298, 2.24424, 0.14862], [3.34324, 1.03588, 0.77571], [2.92931, 0.12879, -0.15141], [2.80676, 0.14836, -1.50905], [3.14129, 1.38725, -2.06489], [3.83317, 3.36910, -1.65828], [4.04726, 3.06378, 0.76228], [3.42667, 0.86707, 1.83622], [2.44259, -0.68143, -2.09340], [3.01207, 1.54427, -3.12750], [4.25089, -2.19640, 1.43725], [2.61686, -2.06040, 0.68887], [1.41725, -2.98948, 1.67522], [2.73395, -3.00214, -0.84705], [4.51033, -3.24609, 1.58185], [4.27493, -1.69621, 2.40630], [4.98163, -1.72734, 0.78023], [1.80371, -4.01168, 1.68910], [0.44031, -2.99420, 1.17735], [1.32207, -2.62665, 2.69286], [3.18747, -3.97291, -0.64228], [3.34170, -2.47665, -1.58162], [1.72871, -3.16175, -1.24306]],
  "lowdin_charge": [1.903, 0.003, -0.255, -0.028, 0.040, -1.100, -0.058, 0.197, 0.033, -0.018, -0.256, 0.005, -0.251, -0.123, -0.014, -1.110, 0.167, 0.162, -0.046, -0.067, -0.271, 0.007, 0.008, 0.084, 0.099, 0.091, 0.084, 0.094, 0.096, 0.092, 0.093, 0.091, 0.088, 0.095, 0.104, -0.076, -0.288, -0.093, -0.209, -0.198, -0.324, -0.110, -0.100, 0.102, 0.088, 0.083, 0.104, 0.084, 0.063, 0.117, 0.134, 0.136, 0.113, 0.110, 0.067, 0.073, 0.107, 0.079, 0.044, -0.028, -0.042, -0.102, -0.293, -0.145, -0.016, 0.128, 0.126, 0.102, 0.095, 0.137, -0.204, 0.923, -0.179, -0.190, 0.069, 0.059, 0.069, 0.090, 0.041, 0.037, 0.079, 0.060, 0.040],
  "total_charge": 1,
  "homo_energy_ev": -10.904,
  "max_force_ha_per_bohr": 0.0852,
  "mol_weight_g_mol": 732.55
}